{
  "formula": "C5H40NO14",
  "method": "ωB97M-V/def2-TZVPD",
  "charge": 1,
  "total_energy_ev": -35982.412,
  "lumo_ev": -2.2,
  "e_above_lowest_kcal_mol": 107.8,
  "orbital_gap_ev": 9.2,
  "symbols": ["C", "C", "C", "C", "C", "N", "H", "H", "H", "H", "H", "H", "H", "H", "H", "H", "H", "H", "H", "H", "O", "H", "H", "O", "H", "H", "O", "H", "H", "O", "H", "H", "O", "H", "H", "O", "H", "H", "O", "H", "H", "O", "H", "H", "O", "H", "H", "O", "H", "H", "O", "H", "H", "O", "H", "H", "O", "H", "H", "O"],
  "coordinates": [[-0.509499, -3.113409, 1.295119], [-0.908068, -1.643945, 1.510711], [-0.522592, -0.743478, 0.359376], [0.811308, -1.066823, -0.307943], [0.712059, 0.196603, -2.359337], [1.380163, 0.065150, -1.066860], [0.560948, -3.338438, 1.350031], [-1.223005, -3.647339, 1.920617], [-0.801204, -3.401654, 0.286223], [-2.012216, -1.628934, 1.610659], [-0.532368, -1.281753, 2.510997], [-1.360154, -0.667875, -0.340642], [-0.689107, 0.311820, 0.601821], [1.631486, -1.275963, 0.389028], [0.697062, -2.003922, -0.844470], [1.447292, 0.140232, -3.160941], [-0.145303, -0.428713, -2.496884], [1.380701, 0.962147, -0.626230], [-3.391413, -2.373556, -0.763292], [-4.321534, -1.627916, -0.018408], [-3.347581, -1.716571, -0.041854], [-3.171520, 1.294965, 0.353326], [-3.737735, 1.984558, 2.212188], [-3.009508, 1.476455, 1.839395], [4.965080, 0.570062, -0.366634], [3.687381, 0.176662, -0.940181], [4.255292, -0.067358, -0.182657], [0.744992, 2.239404, -1.928950], [-1.193425, 3.320562, 3.196972], [0.238737, 1.581924, -2.445126], [3.314695, 1.126142, 0.923433], [3.461522, 2.707537, 0.745288], [2.852123, 2.002832, 1.011888], [0.241874, 3.501591, 0.407235], [1.329240, 2.459793, 0.499562], [0.548187, 2.725216, -0.083287], [2.763280, 1.066145, -3.042736], [3.306113, -0.237518, -3.336008], [3.650429, 0.643425, -3.132827], [-2.171511, 1.865754, 2.215778], [-0.116263, 2.691624, 2.343149], [-1.019595, 3.064816, 2.279496], [-1.518572, 2.116768, -1.781210], [-2.453647, 2.591800, -3.000899], [-2.418565, 2.389606, -2.059316], [-0.588399, -4.677531, -1.018091], [0.141558, -4.531810, -2.407976], [-0.117449, -4.073419, -1.601680], [-1.149948, -2.646933, -1.932488], [-1.379403, -2.343011, -3.376058], [-1.796455, -2.188220, -2.519917], [1.803972, 1.021496, 2.853725], [1.888867, 2.636301, 2.735919], [1.382387, 1.882537, 3.024945], [-3.385732, 0.062238, -0.591594], [-3.400805, 1.387594, -1.467368], [-3.719656, 1.016142, -0.502631], [2.804815, -1.280012, 3.276277], [1.912423, -0.688649, 4.451808], [2.198247, -0.585152, 3.539530]],
  "forces_ev_per_angstrom": [[-1.03, 0.55, -0.45], [-0.27, 0.04, 1.16], [-0.81, 1.11, 0.04], [0.75, 1.44, 1.37], [1.14, 3.33, 1.01], [-0.65, -2.33, -2.17], [-0.36, -0.09, 0.60], [0.86, -0.69, 0.45], [-0.09, 0.25, 0.09], [0.82, 0.07, 0.06], [0.01, -0.27, -1.07], [0.31, -1.32, -0.77], [1.33, 0.29, 0.87], [-0.56, -0.23, 0.61], [0.33, 0.32, -0.75], [-0.61, -0.80, -0.31], [-0.34, -0.47, -0.05], [-0.35, -0.23, 0.70], [1.18, 0.14, -0.10], [0.23, 0.35, 0.91], [-2.13, -0.41, -1.24], [-0.63, 0.60, 0.02], [-0.03, -0.01, -0.03], [0.22, -0.28, 0.04], [0.34, -0.51, 0.34], [-0.41, -0.68, 0.05], [0.13, 1.04, -0.36], [-0.08, -0.75, 0.02], [0.08, 0.25, -0.13], [-0.74, -0.31, -0.83], [-0.03, 0.71, -0.34], [0.09, -0.51, -0.05], [0.89, -0.01, -0.30], [-0.42, 0.04, -0.43], [-0.71, -0.01, -0.95], [0.92, 0.51, 1.39], [1.36, 0.36, -0.05], [0.79, -0.28, -0.05], [-1.44, 0.20, 0.11], [-0.35, 0.10, -0.66], [-0.07, -0.53, 0.19], [0.18, 0.18, 0.59], [0.20, 0.09, -0.88], [0.55, -0.07, 0.09], [-0.70, -0.21, 0.17], [0.17, -0.32, -0.30], [-0.12, -0.30, 0.16], [0.35, 0.04, -0.11], [-0.57, 0.17, -0.34], [-0.38, 0.08, -0.15], [0.53, -0.05, 0.26], [0.25, 0.53, 0.08], [0.84, -0.50, -0.07], [-1.74, 0.30, 0.87], [-0.78, 0.34, 0.41], [0.37, 0.94, 1.96], [1.09, -1.93, -1.56], [-0.01, -0.20, 0.37], [0.27, -0.27, -0.04], [-0.15, 0.25, -0.45]],
  "lowdin_charge": [-0.091, -0.252, -0.209, -0.177, -0.201, -0.030, 0.087, 0.083, 0.026, 0.084, 0.117, 0.068, 0.097, 0.116, 0.092, 0.082, 0.098, 0.055, 0.073, 0.092, -0.058, 0.088, 0.089, -0.028, 0.065, 0.006, -0.071, 0.068, 0.084, -0.108, 0.061, 0.096, -0.079, 0.057, 0.020, -0.092, 0.026, 0.048, -0.060, 0.040, 0.013, -0.060, 0.054, 0.095, -0.012, 0.067, 0.081, -0.056, -0.004, 0.050, -0.082, 0.009, 0.037, -0.076, 0.100, 0.135, 0.090, 0.065, 0.070, -0.034]
}